1.
{"formula": "C15H31N3", "method": "wB97M-V/def2-TZVPD", "species": ["C", "H", "H", "H", "C", "N", "C", "H", "C", "C", "H", "C", "N", "C", "N", "C", "C", "C", "C", "C", "H", "H", "H", "H", "H", "H", "H", "H", "H", "H", "H", "H", "C", "H", "H", "H", "H", "H", "H", "H", "C", "C", "H", "H", "H", "H", "H", "H", "H"], "positions_angstrom": [[4.157537, 3.523279, -3.036982], [3.287925, 4.171408, -2.959359], [4.904513, 3.863631, -2.323185], [4.571430, 3.618304, -4.037506], [3.770433, 2.062017, -2.771129], [3.244181, 1.778321, -1.454060], [2.016507, 2.469604, -1.121040], [1.478032, 2.671231, -2.049885], [1.126207, 1.601926, -0.224455], [0.702004, 0.331800, -0.960157], [0.042678, 0.609112, -1.784873], [-0.020827, -0.709916, -0.097149], [-1.217445, -0.141275, 0.485349], [-2.369034, -0.854915, 0.615937], [-2.463130, -1.993259, 0.056254], [-3.678707, -2.755853, 0.139117], [-4.020793, -3.220817, 1.561202], [-4.697110, -2.148274, 2.412006], [-3.816392, -0.930096, 2.680632], [-3.460220, -0.159615, 1.405630], [-3.137090, 0.851675, 1.663587], [-4.350311, -0.075565, 0.775800], [-2.897200, -1.246641, 3.180756], [-4.350448, -0.259931, 3.359981], [-4.985186, -2.589789, 3.370246], [-5.613671, -1.821406, 1.912634], [-3.099455, -3.550987, 2.046452], [-4.690828, -4.081269, 1.492581], [-3.517696, -3.636923, -0.491086], [-4.533757, -2.200051, -0.274272], [-1.074121, 0.625818, 1.122458], [-0.376596, -1.517887, -0.743483], [0.877058, -1.318064, 0.982868], [1.180448, -0.570141, 1.712664], [1.766501, -1.751090, 0.533670], [0.333241, -2.104134, 1.500961], [1.596722, -0.124762, -1.384534], [1.678312, 1.344570, 0.679243], [0.250576, 2.188001, 0.062173], [2.202157, 3.436517, -0.621567], [4.242627, 1.749616, -0.398904], [4.698479, 0.317169, -0.124091], [5.450590, 0.303692, 0.661322], [5.124457, -0.122557, -1.022088], [3.853248, -0.290396, 0.185720], [3.817631, 2.170610, 0.516142], [5.118135, 2.359523, -0.659733], [4.647200, 1.425633, -2.916302], [3.014635, 1.756195, -3.501616]], "atomic_forces_ev_per_a": [[-0.1, -0.3, 0.1], [-0.1, 0.1, 0.0], [0.1, 0.1, 0.0], [0.1, 0.1, -0.1], [0.1, 0.2, -0.1], [0.0, 0.1, 0.0], [-0.1, 0.0, 0.3], [0.0, 0.1, 0.0], [0.0, -0.1, -0.4], [-0.1, -0.1, 0.3], [0.0, 0.0, -0.1], [0.3, -0.1, -0.2], [0.3, 0.5, 0.1], [-0.5, 0.0, -0.1], [0.4, 0.0, 0.0], [-0.1, -0.3, 0.1], [-0.2, 0.1, -0.2], [0.3, -0.1, 0.1], [-0.3, 0.0, -0.1], [0.2, -0.2, 0.1], [0.0, 0.0, -0.1], [0.0, 0.1, 0.0], [0.0, 0.0, 0.1], [0.1, 0.0, 0.0], [-0.1, 0.0, 0.0], [-0.1, 0.0, 0.0], [0.0, -0.1, 0.0], [0.0, -0.1, 0.0], [-0.2, 0.1, 0.1], [0.0, -0.1, 0.0], [-0.1, 0.0, 0.0], [0.1, 0.1, 0.1], [-0.2, 0.0, -0.2], [0.1, 0.1, 0.1], [0.2, -0.1, 0.0], [0.0, -0.1, 0.1], [0.0, 0.0, -0.1], [0.0, 0.0, 0.2], [0.0, 0.0, 0.1], [0.0, 0.0, -0.1], [0.1, -0.4, 0.0], [0.0, 0.4, 0.1], [0.1, -0.1, 0.1], [0.1, -0.1, -0.1], [-0.1, -0.1, 0.0], [0.0, 0.1, 0.0], [-0.1, 0.1, 0.1], [0.0, 0.0, -0.1], [0.1, -0.1, 0.0]], "homo_lumo_gap_ev": 8.99, "smiles": "CCN(CC)CCC[C@@H](C)NC1=NCCCCC1", "max_force_ev_per_a": 0.6}

2.
{"formula": "C15H32FeI2N5O2PSi", "method": "wB97M-V/def2-TZVPD", "species": ["Fe", "I", "C", "I", "H", "H", "C", "C", "C", "C", "C", "C", "N", "N", "Si", "C", "C", "C", "H", "H", "H", "H", "H", "H", "H", "H", "H", "H", "H", "H", "H", "H", "H", "C", "C", "C", "N", "H", "H", "H", "H", "H", "N", "C", "P", "O", "O", "C", "N", "H", "H", "H", "H", "H", "H", "H", "H", "H", "H"], "positions_angstrom": [[0.031142, 0.353937, -0.233673], [-2.646043, 1.506542, 0.451328], [-1.842834, 3.475538, 0.120175], [0.318591, 3.476925, 0.243456], [-2.246694, 4.142186, 0.878396], [-2.154865, 3.797655, -0.870070], [-0.242388, 1.106357, 3.753430], [0.989449, 0.486588, 3.198490], [2.043269, 0.174924, 4.080400], [3.193053, -0.419756, 3.589574], [3.287829, -0.693232, 2.239491], [2.208844, -0.340998, 1.387827], [1.084121, 0.237138, 1.905983], [2.145130, -0.547799, 0.083139], [3.231471, -1.222329, -1.088709], [2.651146, -0.406990, -2.710511], [5.112577, -1.176948, -0.781821], [2.665114, -3.075327, -1.161703], [-0.641937, 0.501252, 4.566151], [-1.013395, 1.232914, 3.000262], [0.012198, 2.072493, 4.186172], [1.937790, 0.410571, 5.126987], [4.006791, -0.659356, 4.258781], [4.156615, -1.172782, 1.823093], [2.799323, 0.667453, -2.685683], [1.598962, -0.617891, -2.886699], [3.221019, -0.803230, -3.543746], [5.436045, -0.383883, -0.113710], [5.616797, -1.017679, -1.732724], [5.474986, -2.125458, -0.390164], [1.602355, -3.153761, -1.364376], [2.916035, -3.598621, -0.244906], [3.205995, -3.543348, -1.975091], [-0.026232, 2.794807, -5.325766], [-1.111916, 1.928696, -4.670416], [-0.721181, 1.490075, -3.379258], [-0.377606, 1.145590, -2.335314], [-0.403009, 3.160783, -6.276084], [0.864496, 2.201550, -5.510696], [0.237202, 3.648985, -4.708811], [-1.296709, 1.054121, -5.303948], [-2.049688, 2.486353, -4.582225], [-0.254233, -4.729280, 0.928202], [-1.501191, -3.999175, 1.229198], [-1.721480, -2.978976, -0.345287], [-1.276666, -3.927985, -1.409672], [-1.020600, -1.668201, -0.178297], [-3.566458, -2.791653, -0.676621], [-3.865683, -3.798589, -1.716898], [-0.340715, -4.993209, -0.082212], [-0.085410, -5.548166, 1.524774], [0.554109, -4.097419, 0.984444], [-1.396072, -3.384844, 2.118017], [-2.313990, -4.710351, 1.373619], [-3.722751, -1.779345, -1.052574], [-4.191839, -2.924728, 0.204500], [-2.910283, -4.074869, -2.084862], [-4.463134, -3.456186, -2.475539], [-4.304307, -4.644979, -1.337793]], "atomic_forces_ev_per_a": [[0.4, -0.3, 0.1], [0.3, 0.3, -0.1], [0.3, 0.0, 0.0], [-0.7, -0.1, -0.1], [0.1, -0.2, 0.0], [0.2, -0.1, 0.1], [-0.1, 0.1, 0.0], [-0.3, 0.0, -0.4], [0.4, -0.2, -0.1], [0.0, 0.1, 0.1], [0.0, 0.0, 0.0], [0.4, -0.3, -0.3], [-1.0, 0.2, -0.2], [-1.2, 1.1, 0.9], [0.6, -1.5, -1.7], [0.5, -0.3, 0.9], [-0.9, 0.2, 0.0], [0.3, 1.2, 0.1], [0.0, -0.1, 0.1], [0.0, 0.0, 0.0], [-0.1, 0.1, 0.0], [0.0, 0.0, 0.1], [0.1, 0.0, 0.0], [0.2, 0.0, -0.1], [0.0, 0.3, 0.0], [-0.1, -0.1, 0.0], [0.1, -0.1, -0.2], [0.0, 0.2, 0.1], [0.0, 0.0, -0.1], [-0.1, -0.1, 0.1], [-0.3, 0.0, -0.1], [0.1, -0.1, 0.2], [0.1, -0.2, -0.2], [0.1, 0.0, -0.1], [-0.3, 0.5, -1.3], [0.5, -0.6, 1.6], [-0.1, -0.3, 0.4], [0.0, 0.0, 0.0], [0.1, 0.0, 0.0], [0.0, 0.1, 0.1], [-0.1, 0.0, 0.2], [0.0, -0.1, 0.0], [0.5, -0.4, -0.3], [-0.6, 0.9, -0.4], [-0.2, 0.4, 0.6], [0.0, -0.4, -0.3], [-0.1, 0.6, 0.2], [0.8, 0.5, 0.7], [0.0, -0.5, -0.6], [0.3, -0.2, 0.3], [0.0, 0.2, -0.2], [0.0, -0.2, 0.0], [0.1, 0.0, 0.1], [0.1, 0.0, 0.0], [-0.1, -0.2, -0.1], [0.0, -0.1, -0.1], [-0.4, -0.1, -0.1], [0.1, 0.0, 0.1], [0.0, 0.2, -0.1]], "total_charge": 3, "homo_lumo_gap_ev": [8.47, 7.30], "spin_multiplicity": 6, "e_above_lowest_kj_mol": 76.5, "max_force_ev_per_a": 2.4}